{
  "formula": "C36H41Cl3GeN2Pd",
  "method": "ωB97M-V/def2-TZVPD",
  "species": ["Pd", "Ge", "Cl", "Cl", "Cl", "N", "N", "C", "C", "C", "C", "C", "C", "C", "C", "C", "C", "C", "C", "C", "C", "C", "C", "C", "C", "C", "C", "C", "C", "C", "C", "C", "C", "C", "C", "C", "C", "C", "C", "C", "C", "C", "C", "H", "H", "H", "H", "H", "H", "H", "H", "H", "H", "H", "H", "H", "H", "H", "H", "H", "H", "H", "H", "H", "H", "H", "H", "H", "H", "H", "H", "H", "H", "H", "H", "H", "H", "H", "H", "H", "H", "H", "H", "H"],
  "coordinates": [[-1.282, 0.354, 1.390], [-2.703, 2.451, 1.457], [-4.724, 1.935, 2.040], [-1.871, 3.842, 2.893], [-2.730, 3.368, -0.505], [0.689, 0.804, 1.329], [-1.538, -0.652, -0.346], [2.014, -0.719, -2.064], [1.034, 0.061, -0.170], [-0.133, -0.201, 4.236], [-1.024, -3.564, -0.420], [3.204, 3.009, 3.491], [2.472, -1.651, -4.209], [0.679, -1.007, -2.161], [1.848, 1.006, 3.199], [-3.751, 0.820, -1.302], [-3.970, 1.319, 0.130], [2.945, -1.026, -3.039], [-4.437, -2.855, -1.965], [0.766, 4.527, 0.225], [-4.539, -1.475, -1.890], [-0.397, -4.504, -1.465], [1.520, 1.443, 1.888], [-3.501, -0.691, -1.351], [-2.321, -1.348, -0.910], [1.350, -0.285, 3.860], [2.847, 3.619, -0.843], [2.858, 3.452, 2.225], [2.018, 2.687, 1.390], [4.630, -0.062, -1.551], [3.638, 0.241, -0.587], [-2.216, -2.773, -0.972], [4.287, -0.688, -2.779], [-2.672, 1.632, -2.029], [0.073, -0.539, -0.901], [-1.453, -4.378, 0.808], [2.316, -0.091, -0.885], [1.087, -1.935, -4.345], [1.627, 3.274, 0.028], [-3.301, -3.500, -1.504], [1.661, -1.543, 3.040], [2.709, 1.808, 3.973], [0.173, -1.611, -3.314], [3.854, 3.613, 4.113], [0.726, -2.409, -5.248], [-1.649, -0.619, 2.724], [-3.274, -4.579, -1.557], [-1.687, 1.558, -1.531], [-0.044, -3.949, -2.350], [-2.578, 1.282, -3.079], [0.481, -5.026, -1.028], [-4.249, 2.394, 0.122], [-1.116, -5.275, -1.808], [1.367, -2.447, 3.615], [0.999, 2.563, -0.540], [-5.257, -3.435, -2.372], [-5.454, -1.017, -2.246], [1.878, -0.414, 4.831], [3.483, 4.393, -0.372], [1.104, -1.566, 2.084], [2.749, -1.600, 2.831], [-3.072, 1.213, 0.747], [-0.230, -2.884, -0.064], [5.059, -0.908, -3.505], [-4.707, 1.041, -1.826], [3.900, 0.719, 0.347], [-0.143, 4.274, 0.812], [-0.579, -4.913, 1.237], [3.157, -1.911, -5.007], [3.246, 4.406, 1.898], [1.326, 5.325, 0.758], [-0.309, 0.684, 4.885], [-0.780, -0.123, 3.356], [-4.799, 0.751, 0.606], [-0.881, -1.830, -3.417], [-2.229, -5.128, 0.546], [-0.436, -1.108, 4.800], [2.510, 4.010, -1.829], [5.663, 0.189, -1.350], [3.473, 2.733, -1.037], [-2.958, 2.705, -2.043], [2.992, 1.511, 4.976], [-1.860, -3.699, 1.588], [0.440, 4.927, -0.760]],
  "lowdin_charge": [0.714, -0.069, 0.435, 0.168, 0.529, 0.075, 0.070, -0.145, -0.004, -0.087, -0.374, -0.034, 0.032, -0.117, -0.081, -0.297, -0.597, -0.161, -0.036, -0.073, -0.002, -0.051, -0.352, -0.072, -0.345, -0.358, -0.051, -0.006, -0.073, -0.024, 0.012, -0.075, 0.031, -0.235, -0.005, -0.062, -0.115, -0.025, -0.368, -0.009, -0.055, -0.003, 0.013, 0.119, 0.109, 0.091, 0.117, 0.047, 0.061, 0.101, 0.096, -0.044, 0.087, 0.093, 0.122, 0.118, 0.120, 0.142, 0.087, 0.057, 0.095, -0.163, 0.118, 0.120, 0.156, 0.116, 0.008, 0.091, 0.120, 0.118, 0.093, 0.109, -0.089, 0.044, 0.118, 0.089, 0.107, 0.098, 0.109, 0.060, -0.054, 0.120, 0.085, 0.093],
  "multiplicity": 6,
  "homo_energy_ev": [-10.2, -11.3],
  "max_force_ev_per_a": 15.57,
  "e_tot_ev": -138519.6640,
  "lumo_energy_ev": [-3.622, -5.285],
  "charge": 1
}



{
  "formula": "C24H23N2O2",
  "method": "ωB97M-V/def2-TZVPD",
  "species": ["O", "O", "N", "N", "C", "C", "C", "C", "C", "C", "C", "C", "C", "C", "C", "C", "C", "C", "C", "C", "C", "C", "C", "C", "C", "C", "C", "C", "H", "H", "H", "H", "H", "H", "H", "H", "H", "H", "H", "H", "H", "H", "H", "H", "H", "H", "H", "H", "H", "H", "H"],
  "coordinates": [[7.269, -0.854, 0.785], [-4.853, -2.006, 1.897], [-2.134, 1.256, -2.580], [1.217, 2.202, -2.602], [3.597, -0.636, 0.896], [4.570, 1.522, 0.323], [-3.878, 0.058, 1.261], [-1.344, -1.125, 1.261], [-4.497, 0.867, -2.676], [-0.874, 0.775, -2.285], [-2.350, 2.621, -2.683], [-3.722, -1.300, 1.640], [7.466, -2.254, 1.079], [0.224, 1.584, -2.458], [-3.643, 3.108, -2.727], [-3.208, 0.383, -2.631], [-0.348, 1.007, 0.484], [0.952, 0.611, 0.791], [3.407, 0.732, 0.554], [5.996, -0.385, 0.738], [-1.480, 0.238, 0.887], [-4.735, 2.246, -2.708], [-2.429, -1.881, 1.656], [-4.709, -3.401, 2.246], [5.829, 0.986, 0.412], [4.858, -1.191, 1.001], [2.103, 1.283, 0.401], [-2.785, 0.802, 0.897], [-1.481, 3.276, -2.656], [-4.243, -3.962, 1.423], [-0.360, -1.592, 1.233], [-5.730, -3.742, 2.409], [-2.293, -2.928, 1.943], [-4.114, -3.517, 3.163], [6.728, 1.571, 0.233], [-3.769, 4.187, -2.751], [-0.514, 2.014, 0.098], [2.726, -1.279, 1.036], [-2.960, -0.678, -2.570], [4.973, -2.243, 1.274], [4.446, 2.567, 0.047], [2.025, 2.291, -0.015], [-2.913, 1.850, 0.624], [1.075, -0.232, 1.481], [-5.752, 2.625, -2.705], [7.100, -2.497, 2.086], [6.968, -2.889, 0.333], [-4.887, 0.466, 1.255], [-5.313, 0.145, -2.662], [8.546, -2.382, 1.026], [-0.760, -0.302, -2.165]],
  "lowdin_charge": [-0.057, -0.066, -0.056, 0.152, 0.003, 0.005, 0.013, -0.003, -0.043, -0.158, -0.011, -0.239, -0.044, -0.305, -0.040, -0.021, -0.004, -0.079, -0.208, -0.228, -0.229, -0.055, 0.004, -0.046, 0.023, 0.007, 0.028, -0.016, 0.130, 0.099, 0.114, 0.099, 0.112, 0.102, 0.131, 0.122, 0.129, 0.113, 0.139, 0.112, 0.128, 0.121, 0.125, 0.105, 0.115, 0.101, 0.102, 0.129, 0.122, 0.099, 0.125],
  "homo_energy_ev": -9.9,
  "max_force_ev_per_a": 2.78,
  "e_tot_ev": -32327.0140,
  "lumo_energy_ev": -4.691,
  "charge": 1
}